1.
C39H40Cl5CrN2O4STe | ωB97M-V/def2-TZVPD

ORCA input file:
```
! RIJCOSX wB97M-V def2-TZVPD def2/J DEFGRID3
* xyz 0 4
Cr 0.278 1.438 1.921
C -2.709 1.717 0.334
O -1.951 1.531 1.528
C -2.797 1.476 2.671
C -1.930 1.643 3.902
O -0.732 0.887 3.781
C -0.822 -0.472 4.231
H -3.227 2.679 0.357
H -3.432 0.909 0.224
H -2.023 1.693 -0.506
H -3.313 0.509 2.668
H -3.534 2.284 2.636
H -2.481 1.351 4.798
H -1.616 2.683 3.992
H -1.145 -0.485 5.274
H 0.174 -0.896 4.148
H -1.513 -1.056 3.620
S 2.701 0.427 -3.964
C 1.955 0.860 -2.425
C 0.813 0.213 -1.956
C 0.308 0.558 -0.727
N 0.866 1.487 0.070
C 1.969 2.105 -0.383
C 2.535 1.829 -1.605
C 1.230 -0.014 -4.885
C 0.433 0.993 -5.409
C -0.709 0.626 -6.106
N -1.081 -0.637 -6.284
C -0.310 -1.591 -5.776
C 0.863 -1.337 -5.074
H 0.322 -0.557 -2.532
H -0.557 0.021 -0.326
H 2.399 2.846 0.279
H 3.421 2.361 -1.919
H 0.698 2.033 -5.275
H -1.356 1.380 -6.539
H -0.650 -2.608 -5.931
H 1.462 -2.146 -4.678
Cl 1.440 2.741 4.709
C 0.870 3.892 3.549
C 0.313 3.440 2.334
C -0.052 4.478 1.463
Cl -0.705 4.086 -0.091
C 0.068 5.830 1.764
Cl -0.403 7.036 0.631
C 0.587 6.214 2.995
Cl 0.727 7.876 3.399
C 1.008 5.235 3.887
Cl 1.707 5.695 5.388
C -6.095 -2.898 -4.085
C -5.202 -2.664 -2.895
C -5.706 -2.192 -1.693
C -4.889 -1.974 -0.586
C -5.532 -1.470 0.679
C -3.515 -2.243 -0.665
Te -2.209 -1.894 0.978
C -3.001 -2.758 -1.869
C -1.553 -3.143 -2.015
C -3.845 -2.950 -2.957
H -7.042 -2.370 -3.975
H -6.317 -3.962 -4.195
H -5.613 -2.561 -5.004
H -6.771 -1.995 -1.616
H -6.619 -1.510 0.595
H -5.253 -0.434 0.886
H -5.223 -2.070 1.536
H -0.889 -2.316 -1.757
H -1.345 -3.459 -3.040
H -1.308 -3.964 -1.339
H -3.430 -3.346 -3.880
C 7.090 -2.871 0.623
C 5.823 -2.178 1.035
C 5.862 -0.909 1.595
C 4.713 -0.218 1.953
C 4.916 1.163 2.524
C 3.454 -0.829 1.735
C 3.400 -2.129 1.181
C 2.113 -2.869 0.917
C 4.583 -2.770 0.844
C 2.194 -0.091 1.985
O 1.053 -0.603 1.828
O 2.205 1.154 2.293
H 7.958 -2.394 1.076
H 7.207 -2.821 -0.462
H 7.081 -3.922 0.910
H 6.826 -0.439 1.752
H 5.964 1.308 2.785
H 4.305 1.343 3.403
H 4.641 1.918 1.786
H 1.595 -3.105 1.846
H 2.322 -3.796 0.384
H 1.421 -2.273 0.326
H 4.531 -3.761 0.409
*
```

Values from the calculation:
HOMO level (spin up / spin down), eV: -5.8 / -5.8
⟨S²⟩: 3.790
Calculated total energy, eV: -161425.08692
ΔE to the lowest compared entry with this formula, charge and spin, kJ/mol: 0.0

---

2.
C39H40DyN6O5 | ωB97M-V/def2-TZVPD

ORCA input file:
```
! RIJCOSX wB97M-V def2-TZVPD def2/J DEFGRID3
* xyz -1 6
Dy 0.356 0.387 -0.380
C -0.818 -3.089 1.594
N -0.212 -1.889 2.140
C 0.916 -2.201 3.017
C 2.162 -1.374 2.718
C 2.872 -1.747 1.423
N 2.043 -1.583 0.231
C 2.524 -2.048 -0.855
C 1.778 -2.238 -2.087
C 2.478 -2.623 -3.232
C 1.831 -2.925 -4.411
C 0.432 -2.875 -4.423
C -0.288 -2.516 -3.307
C 0.356 -2.138 -2.104
O -0.310 -1.729 -1.074
C -1.181 -1.010 2.773
C -2.197 -0.483 1.748
C -2.452 1.030 1.794
N -1.848 1.664 0.631
C -2.520 2.572 0.036
C -2.102 3.312 -1.142
C -3.063 4.057 -1.833
C -2.747 4.759 -2.976
C -1.417 4.731 -3.424
C -0.445 4.030 -2.754
C -0.753 3.271 -1.594
O 0.143 2.603 -0.964
H -1.264 -3.722 2.384
H -0.064 -3.663 1.058
H -1.582 -2.837 0.864
H 1.153 -3.265 2.922
H 0.625 -2.048 4.067
H 2.879 -1.507 3.535
H 1.877 -0.321 2.710
H 3.156 -2.807 1.495
H 3.801 -1.171 1.329
H 3.560 -2.424 -0.885
H 3.561 -2.682 -3.176
H 2.383 -3.204 -5.297
H -0.096 -3.126 -5.336
H -1.371 -2.472 -3.327
H -0.627 -0.166 3.189
H -1.700 -1.519 3.608
H -3.136 -1.036 1.818
H -1.786 -0.717 0.760
H -1.990 1.450 2.694
H -3.528 1.253 1.846
H -3.525 2.824 0.411
H -4.083 4.058 -1.460
H -3.503 5.311 -3.517
H -1.151 5.275 -4.324
H 0.578 3.999 -3.105
C -5.896 -4.760 -4.817
O -4.570 -4.438 -5.171
C -4.333 -3.172 -5.649
C -5.325 -2.253 -5.960
C -4.968 -1.004 -6.457
C -3.640 -0.642 -6.614
C -2.651 -1.585 -6.314
C -2.993 -2.833 -5.842
N -3.372 0.621 -7.218
N -2.352 1.279 -6.909
C -1.622 1.131 -5.743
C -0.263 1.404 -5.848
C 0.616 1.232 -4.798
C 0.181 0.804 -3.533
O 0.995 0.591 -2.578
C -1.262 0.649 -3.356
N -1.696 0.376 -2.104
C -2.984 0.247 -1.901
C -3.944 0.490 -2.891
C -3.523 0.820 -4.150
C -2.147 0.833 -4.443
H -5.865 -5.753 -4.374
H -6.552 -4.778 -5.693
H -6.296 -4.051 -4.087
H -6.371 -2.491 -5.834
H -5.734 -0.284 -6.716
H -1.610 -1.323 -6.444
H -2.235 -3.566 -5.601
H 0.099 1.720 -6.819
H 1.675 1.411 -4.920
H -3.296 -0.023 -0.899
H -4.996 0.452 -2.643
H -4.235 1.081 -4.920
C 1.634 2.515 2.583
C 1.152 1.500 1.580
O 1.977 1.299 0.640
H 2.701 2.737 2.476
H 1.394 2.220 3.608
H 1.053 3.418 2.370
*
```

Values from the calculation:
HOMO level, eV: -4.1
⟨S²⟩: 9.340
Calculated total energy, eV: -84356.22318
ΔE to the lowest compared entry with this formula, charge and spin, kJ/mol: 9.8

---

3.
C39H40F6OP2Pd | ωB97M-V/def2-TZVPD

ORCA input file:
```
! RIJCOSX wB97M-V def2-TZVPD def2/J DEFGRID3
* xyz 2 5
Pd 0.000 0.000 0.000
C -2.054 -0.080 0.858
C -2.163 -0.402 -0.491
C -2.651 0.544 -1.576
C -1.504 1.303 -2.287
C -0.374 1.716 -1.370
C -0.503 2.197 -0.071
C -1.824 2.468 0.630
C -2.322 1.273 1.478
C 2.057 0.263 -0.130
H -2.008 -0.907 1.564
H -2.163 -1.459 -0.747
H -3.370 1.251 -1.152
H -3.197 -0.037 -2.326
H -1.076 0.653 -3.058
H -1.909 2.182 -2.812
H 0.584 1.867 -1.864
H 0.375 2.664 0.371
H -2.580 2.753 -0.106
H -1.698 3.332 1.291
H -1.812 1.292 2.448
H -3.396 1.389 1.690
H 2.569 -0.183 0.729
H 2.326 1.325 -0.194
H 2.418 -0.242 -1.035
P 0.124 -2.538 -9.458
P 2.253 0.550 -9.723
C -0.237 -0.870 -10.077
C 0.492 0.265 -10.055
C -0.806 -3.668 -10.555
C -1.974 -3.294 -11.234
C -2.623 -4.202 -12.069
C -2.118 -5.494 -12.226
C -0.960 -5.877 -11.546
C -0.303 -4.966 -10.723
C -0.917 -2.506 -7.938
C -0.521 -1.657 -6.891
C -1.243 -1.609 -5.701
C -2.359 -2.430 -5.525
C -2.745 -3.293 -6.549
C -2.033 -3.330 -7.749
C 2.718 1.326 -11.329
C 2.719 0.510 -12.473
C 3.091 1.024 -13.713
C 3.495 2.355 -13.828
C 3.521 3.166 -12.693
C 3.132 2.658 -11.453
C 2.300 1.966 -8.566
C 3.392 2.050 -7.691
C 3.489 3.100 -6.780
C 2.484 4.068 -6.723
C 1.390 3.989 -7.586
C 1.300 2.946 -8.508
H -1.271 -0.785 -10.415
H -0.002 1.174 -10.400
H -2.370 -2.291 -11.106
H -3.519 -3.899 -12.602
H -2.624 -6.199 -12.880
H -0.561 -6.880 -11.671
H 0.617 -5.249 -10.218
H 0.363 -1.032 -7.008
H -0.928 -0.939 -4.906
H -2.918 -2.400 -4.594
H -3.610 -3.939 -6.420
H -2.350 -3.999 -8.544
H 2.431 -0.536 -12.390
H 3.076 0.380 -14.589
H 3.794 2.754 -14.793
H 3.838 4.203 -12.772
H 3.146 3.302 -10.579
H 4.155 1.276 -7.717
H 4.338 3.154 -6.105
H 2.551 4.879 -6.004
H 0.603 4.736 -7.539
H 0.452 2.887 -9.185
C -0.468 -1.219 3.405
C 0.660 -0.230 3.048
O 0.375 0.612 1.892
C 0.788 0.772 4.238
F 1.063 0.125 5.432
F 1.800 1.684 3.991
F -0.386 1.484 4.402
C 1.982 -1.059 2.969
F 2.169 -1.796 4.129
F 1.924 -1.970 1.926
F 3.094 -0.242 2.848
H -1.427 -0.698 3.599
H -0.242 -1.762 4.348
H -0.565 -2.002 2.624
*
```

Values from the calculation:
HOMO level (spin up / spin down), eV: -12.9 / -12.5
⟨S²⟩: 6.023
Calculated total energy, eV: -81480.18348
ΔE to the lowest compared entry with this formula, charge and spin, kJ/mol: 0.0

---

4.
C39H40I2N3O8RhS2Te | ωB97M-V/def2-TZVPD

ORCA input file:
```
! RIJCOSX wB97M-V def2-TZVPD def2/J DEFGRID3
* xyz -1 6
Rh -0.002 -1.485 1.168
I 3.070 -8.305 -0.954
C 2.464 -6.314 -0.723
C 2.338 -5.497 -1.835
C 1.954 -4.182 -1.657
I 1.731 -2.978 -3.344
C 1.683 -3.614 -0.389
O 1.372 -2.354 -0.282
C 1.799 -4.495 0.720
C 1.454 -4.093 2.137
N 1.580 -2.656 2.383
C 1.508 -2.300 3.788
C 1.288 -0.819 3.955
C 1.290 -0.235 5.215
C 1.061 1.124 5.320
C 0.845 1.862 4.166
C 0.845 1.200 2.955
N 1.066 -0.113 2.848
C 2.194 -5.814 0.537
H 2.531 -5.876 -2.828
H 2.102 -4.657 2.822
H 0.419 -4.359 2.367
H 2.431 -2.305 1.954
H 2.408 -2.607 4.336
H 0.654 -2.827 4.219
H 1.445 -0.850 6.093
H 1.032 1.599 6.293
H 0.630 2.921 4.197
H 0.618 1.723 2.036
H 2.285 -6.459 1.404
O -3.204 -3.610 3.624
S -2.648 -2.478 2.921
O -3.359 -2.027 1.758
O -1.188 -2.685 2.661
C -2.632 -1.143 4.135
C -2.640 -1.566 5.461
C -2.598 -0.657 6.505
C -2.558 0.699 6.231
C -2.544 1.134 4.916
C -2.574 0.230 3.858
S -2.517 0.988 2.221
O -3.809 0.837 1.606
O -2.108 2.362 2.465
O -1.426 0.263 1.526
H -2.701 -2.629 5.649
H -2.610 -1.011 7.528
H -2.538 1.423 7.037
H -2.499 2.188 4.678
C -3.631 -1.571 -1.370
C -2.237 -2.143 -1.410
O -1.966 -3.222 -1.915
N -1.255 -1.407 -0.795
Te 0.055 0.960 -1.102
C -0.662 2.865 -1.736
C 0.242 3.896 -2.003
C 1.732 3.738 -1.878
C -0.261 5.134 -2.399
C -1.621 5.372 -2.512
C -2.147 6.720 -2.925
C -2.496 4.333 -2.221
C -2.044 3.078 -1.834
C -3.041 1.989 -1.572
C 1.305 0.672 -2.788
C 0.772 0.664 -4.077
C -0.706 0.747 -4.343
C 1.644 0.538 -5.157
C 3.014 0.418 -4.983
C 3.938 0.258 -6.159
C 3.513 0.395 -3.687
C 2.680 0.493 -2.581
C 3.275 0.355 -1.205
H -4.323 -2.345 -1.695
H -3.691 -0.716 -2.042
H -3.874 -1.242 -0.359
H 1.996 3.166 -0.986
H 2.212 4.714 -1.812
H 2.149 3.208 -2.738
H 0.438 5.938 -2.606
H -1.333 7.424 -3.100
H -2.796 7.136 -2.152
H -2.735 6.646 -3.841
H -3.566 4.501 -2.289
H -4.060 2.369 -1.636
H -2.928 1.539 -0.586
H -2.921 1.200 -2.316
H -1.248 0.064 -3.685
H -0.925 0.472 -5.374
H -1.086 1.755 -4.166
H 1.232 0.521 -6.161
H 3.406 0.391 -7.101
H 4.386 -0.738 -6.162
H 4.752 0.985 -6.120
H 4.577 0.251 -3.531
H 4.321 0.055 -1.279
H 2.748 -0.420 -0.644
H 3.228 1.291 -0.643
*
```

Values from the calculation:
HOMO level (spin up / spin down), eV: -5.1 / -5.2
⟨S²⟩: 8.773
Calculated total energy, eV: -110115.69981
ΔE to the lowest compared entry with this formula, charge and spin, kJ/mol: 0.0

---

5.
C39H40N6O2Ti | ωB97M-V/def2-TZVPD

ORCA input file:
```
! RIJCOSX wB97M-V def2-TZVPD def2/J DEFGRID3
* xyz 0 1
Ti -0.894 0.070 0.949
O -0.879 -1.789 0.276
C -1.568 -2.321 -0.698
C -1.197 -3.649 -1.179
C -1.840 -4.208 -2.284
C -3.060 -3.607 -2.721
C -3.399 -2.334 -2.359
C -2.600 -1.626 -1.477
C -2.699 -0.196 -1.534
N -2.022 0.622 -0.762
C -2.093 2.048 -1.059
C -0.942 2.828 -0.489
N -0.346 2.085 0.629
C 0.525 2.743 1.410
C 1.391 2.153 2.341
C 2.328 3.019 3.047
C 3.166 2.490 4.006
C 3.264 1.098 4.102
C 2.504 0.285 3.308
C 1.610 0.771 2.368
O 0.986 -0.090 1.501
H -0.369 -4.199 -0.799
H -1.410 -5.158 -2.762
H -3.816 -4.134 -3.354
H -4.281 -1.830 -2.772
H -3.326 0.105 -2.355
H -3.112 2.434 -0.821
H -2.028 2.214 -2.129
H -1.212 3.861 -0.277
H -0.149 2.879 -1.290
H 0.648 3.801 1.170
H 2.424 4.027 2.715
H 3.776 3.133 4.631
H 4.077 0.684 4.754
H 2.557 -0.808 3.402
C 4.375 -1.378 -2.526
C 3.099 -1.111 -2.033
N 2.570 0.099 -2.198
C 3.267 1.115 -2.649
C 4.499 0.877 -3.267
C 5.060 -0.376 -3.221
C 5.166 1.987 -3.942
C 5.789 2.011 -5.169
C 5.808 1.094 -6.253
C 6.239 1.591 -7.561
C 6.270 0.729 -8.662
N 5.675 -0.462 -8.576
C 5.353 -0.840 -7.382
N 5.358 -0.156 -6.242
H 4.882 -2.299 -2.228
H 2.521 -1.831 -1.527
H 2.927 2.185 -2.509
H 5.980 -0.571 -3.798
H 4.966 2.959 -3.498
H 6.283 2.924 -5.467
H 6.616 2.625 -7.684
H 6.738 0.986 -9.616
H 5.006 -1.863 -7.293
C -0.252 -2.028 4.712
C -1.354 -1.057 5.279
C -0.960 0.454 5.427
C -2.590 -1.252 4.437
C -3.597 -1.952 5.007
C -4.828 -2.198 4.418
C -5.096 -1.606 3.152
C -4.202 -0.672 2.617
C -4.699 0.127 1.452
C -4.890 1.600 1.907
C -6.022 -0.282 0.922
C -2.791 -0.642 3.102
N -1.812 -0.073 2.392
H 0.730 -1.786 5.060
H -0.201 -1.950 3.577
H -0.499 -3.079 4.956
H -1.572 -1.525 6.248
H -0.495 0.830 4.565
H -0.278 0.616 6.303
H -1.892 1.004 5.577
H -3.333 -2.364 5.991
H -5.616 -2.789 4.889
H -6.055 -1.770 2.657
H -3.906 0.091 0.693
H -5.778 1.574 2.575
H -5.210 2.305 1.172
H -4.007 1.901 2.375
H -6.846 -0.018 1.568
H -6.115 -1.355 0.790
H -6.298 0.201 -0.007
*
```

Values from the calculation:
HOMO level, eV: -6.6
Calculated total energy, eV: -77242.58257